45
Properties=species:S:1:pos:R:3 method="wB97M-V/def2-TZVPD" homo_ev=-11.40 total_charge=+1
Na 0.881 -0.022 -1.476
O -4.856 -0.077 3.260
N -4.987 -0.712 2.228
O -6.025 -0.876 1.601
C -3.735 -1.109 1.607
C -3.603 -2.352 1.161
C -2.415 -2.672 0.414
C -2.131 -3.947 -0.081
C -1.115 -4.213 -0.930
C -0.387 -3.086 -1.365
N -0.520 -1.854 -0.866
C -1.514 -1.656 0.026
C -1.680 -0.325 0.594
N -0.780 0.604 0.185
C -0.900 1.859 0.693
C -1.755 2.168 1.721
C -2.716 1.249 2.074
C -2.721 -0.057 1.478
H -4.314 -3.149 1.360
H -2.739 -4.711 0.314
H -0.846 -5.169 -1.268
H 0.416 -3.178 -2.066
H -0.261 2.631 0.239
H -1.795 3.135 2.246
H -3.436 1.540 2.866
C 0.973 2.508 -4.016
C 2.003 2.697 -2.964
N 2.090 1.895 -1.925
C 3.119 2.310 -1.082
C 3.767 3.449 -1.443
S 3.073 3.987 -2.908
C 3.381 1.440 0.028
C 4.044 1.787 1.137
S 4.093 0.444 2.229
C 3.068 -0.445 1.244
N 2.753 0.265 0.168
C 2.630 -1.841 1.468
H 0.987 1.437 -4.414
H 1.189 3.215 -4.792
H 0.034 2.780 -3.547
H 4.734 3.813 -1.088
H 4.467 2.777 1.356
H 2.885 -2.426 0.629
H 1.547 -1.859 1.534
H 3.101 -2.252 2.371

44
Properties=species:S:1:pos:R:3 method="wB97M-V/def2-TZVPD" smiles="O=S1(=O)C([C@@H](c2ccccc2)S(=O)(=O)c2ccccc2)=[S@](=O)([O-])c2ccccc21" e_above_lowest_kj_mol=0.0 homo_ev=-4.21 total_charge=-1
O -0.216 -1.730 3.653
S -0.278 -1.132 2.341
O -0.501 -1.949 1.166
C 1.062 -0.015 2.029
C 2.242 -0.427 1.160
C 3.188 0.678 0.720
C 3.621 1.610 1.662
C 4.434 2.678 1.261
C 4.848 2.782 -0.069
C 4.460 1.814 -0.999
C 3.608 0.773 -0.613
S 3.106 -1.815 1.943
O 2.652 -2.999 1.247
O 2.949 -1.651 3.370
C 4.913 -1.801 1.768
C 5.513 -1.810 0.508
C 6.836 -2.224 0.372
C 7.558 -2.628 1.501
C 6.991 -2.504 2.773
C 5.674 -2.066 2.911
S 0.504 1.625 2.068
O 0.622 2.212 0.748
O 1.052 2.315 3.224
C -1.244 1.377 2.371
C -2.190 2.404 2.434
C -3.534 2.077 2.630
C -3.923 0.734 2.728
C -2.969 -0.281 2.632
C -1.628 0.056 2.443
H 1.855 -0.934 0.263
H 3.304 1.504 2.705
H 4.722 3.407 2.021
H 5.492 3.611 -0.366
H 4.814 1.862 -2.026
H 3.234 0.045 -1.344
H 4.954 -1.462 -0.356
H 7.294 -2.237 -0.618
H 8.569 -3.028 1.387
H 7.559 -2.753 3.671
H 5.246 -1.928 3.901
H -1.868 3.439 2.317
H -4.281 2.872 2.687
H -4.978 0.482 2.858
H -3.256 -1.327 2.696

73
Properties=species:S:1:pos:R:3 method="wB97M-V/def2-TZVPD" e_above_lowest_kj_mol=1750.6 homo_ev=-9.14 total_charge=+1
Ba 8.333 -3.780 7.907
Ba 0.238 7.567 -1.073
O -0.660 8.567 -13.902
C -1.270 8.526 -12.833
O -0.846 8.170 -11.648
B -1.918 8.379 -10.682
O -3.140 8.584 -11.432
C -2.815 8.833 -12.690
O -3.575 9.197 -13.643
O -1.538 9.460 -9.731
C -1.296 8.981 -8.505
O -0.803 9.482 -7.501
C -1.561 7.422 -8.555
O -1.960 7.151 -9.799
O -1.455 6.641 -7.590
O 8.383 3.596 -1.663
C 7.901 2.606 -1.201
O 8.537 1.498 -0.847
B 7.504 0.430 -0.526
O 6.343 1.295 -0.276
C 6.505 2.510 -0.613
O 5.677 3.449 -0.609
O 7.230 -0.616 -1.570
C 7.339 -1.819 -0.979
O 7.137 -2.876 -1.596
C 7.666 -1.561 0.577
O 7.867 -0.237 0.698
O 7.712 -2.399 1.459
O -0.072 -3.863 4.584
C 0.570 -2.987 3.973
O 0.041 -2.014 3.318
B 1.007 -0.901 3.074
O 2.337 -1.490 3.539
C 2.125 -2.671 4.050
O 2.991 -3.389 4.519
O 1.062 -0.552 1.610
C 0.585 0.652 1.422
O 0.525 1.271 0.377
C 0.213 1.235 2.723
O 0.613 0.416 3.670
O -0.149 2.337 2.851
Br -0.458 -13.788 4.268
C -0.347 -11.818 3.906
C -1.531 -11.463 3.024
Br -3.281 -11.832 3.817
H 0.618 -11.606 3.446
H -0.381 -11.319 4.874
H -1.509 -12.156 2.183
H -1.497 -10.389 2.841
Br -7.538 -8.956 10.167
C -7.422 -7.087 9.556
C -6.828 -7.082 8.158
Br -6.908 -5.237 7.529
H -6.889 -6.474 10.283
H -8.450 -6.744 9.675
H -7.643 -7.508 7.573
H -5.939 -7.686 7.977
Br 2.515 -3.170 -6.227
C 2.673 -1.483 -5.181
C 3.675 -0.520 -5.817
Br 2.773 0.507 -7.192
H 3.051 -1.823 -4.217
H 1.658 -1.088 -5.124
H 4.563 -0.944 -6.286
H 4.047 0.232 -5.121
Br -7.983 5.482 7.301
C -6.699 6.812 6.347
C -6.370 6.314 4.925
Br -5.518 7.739 3.915
H -5.734 6.690 6.839
H -7.008 7.857 6.351
H -7.292 6.003 4.434
H -5.728 5.435 4.891

49
Properties=species:S:1:pos:R:3 method="wB97M-V/def2-TZVPD" spin_multiplicity=2 e_above_lowest_kj_mol=114.3 s_squared=0.75 homo_ev="-6.89 / -7.29" total_charge=0
Ce -0.377 -1.399 1.017
S 0.828 -2.669 -1.331
C 2.160 -1.534 -1.654
C 2.387 -1.063 -2.941
C 3.475 -0.255 -3.203
C 4.373 0.050 -2.191
C 4.162 -0.422 -0.910
C 3.033 -1.176 -0.623
S 2.735 -1.773 1.040
C 2.985 -0.237 2.027
C 1.716 0.402 2.517
C 1.551 0.627 3.873
C 0.398 1.281 4.314
C -0.458 1.799 3.377
C -0.209 1.593 2.003
C -1.037 2.263 1.022
S -2.816 1.184 0.799
C -3.133 1.139 -0.963
C -4.432 1.470 -1.332
C -4.841 1.394 -2.650
C -3.920 1.006 -3.612
C -2.625 0.685 -3.253
C -2.217 0.719 -1.925
S -0.530 0.196 -1.577
N 0.831 0.816 1.584
H 1.699 -1.338 -3.725
H 3.644 0.107 -4.205
H 5.249 0.641 -2.408
H 4.881 -0.213 -0.133
H 3.519 0.457 1.378
H 3.608 -0.522 2.874
H 2.289 0.274 4.574
H 0.205 1.405 5.369
H -1.340 2.358 3.654
H -0.623 2.320 0.025
H -1.463 3.194 1.374
H -5.124 1.759 -0.556
H -5.864 1.613 -2.919
H -4.210 0.932 -4.646
H -1.918 0.368 -4.002
F -1.761 -2.175 -1.055
B -0.774 -1.734 -1.971
F -1.131 -1.963 -3.245
O -0.660 -3.462 1.686
C -0.162 -3.152 2.781
O 0.451 -2.085 2.993
H -0.244 -3.870 3.626
O -1.924 -0.659 2.187
N -2.386 -0.352 0.936

43
Properties=species:S:1:pos:R:3 method="wB97M-V/def2-TZVPD" e_above_lowest_kj_mol=51.2 homo_ev="-11.90 / -11.90" total_charge=+1
Rh -0.679 -0.089 -1.158
C 0.191 -0.987 4.488
C -0.644 -0.455 3.358
C -1.805 0.281 3.571
C -2.537 0.790 2.504
C -2.038 0.525 1.255
Br -2.816 1.175 -0.362
N -0.946 -0.181 1.009
C -0.259 -0.673 2.042
H -0.331 -0.897 5.438
H 1.126 -0.429 4.563
H 0.445 -2.035 4.332
H -2.145 0.466 4.582
H -3.441 1.364 2.644
H 0.629 -1.245 1.797
F -0.131 -0.742 -6.531
C -0.499 -1.027 -5.290
C -1.665 -0.475 -4.808
C -2.037 -0.782 -3.510
C -1.245 -1.630 -2.699
C -1.630 -1.925 -1.356
C -0.050 -2.161 -3.257
C 0.319 -1.872 -4.539
H -2.260 0.164 -5.443
H -2.974 -0.408 -3.115
H -1.090 -2.689 -0.812
H -2.653 -1.742 -1.047
H 0.575 -2.798 -2.644
H 1.225 -2.268 -4.976
Br -0.375 4.063 1.156
C 1.095 2.873 1.099
C 2.132 3.016 2.005
C 3.203 2.131 1.945
C 3.216 1.099 1.019
C 2.167 0.958 0.116
C 1.123 1.878 0.143
C 2.156 -0.220 -0.811
O 2.986 -1.086 -0.737
O 1.172 -0.247 -1.730
H 2.107 3.810 2.739
H 4.028 2.250 2.635
H 4.026 0.383 0.986
H 0.327 1.838 -0.596

53
Properties=species:S:1:pos:R:3 method="wB97M-V/def2-TZVPD" e_above_lowest_kj_mol=15.1 homo_ev="-2.71 / -2.70" total_charge=-2
Co 0.602 -2.097 0.671
S -1.229 -5.577 -1.201
Sb 0.227 -5.475 0.595
S -0.553 -3.521 1.930
S 1.788 -3.742 -0.191
S 1.501 -1.009 2.849
C 0.255 0.003 2.274
C -0.039 1.291 2.759
C -1.007 2.033 2.128
C -1.696 1.490 1.039
C -1.375 0.212 0.640
N -0.428 -0.511 1.240
H 0.521 1.668 3.603
H -1.229 3.042 2.456
H -2.457 2.050 0.514
H -1.881 -0.260 -0.194
O -1.134 -2.446 -0.879
H -1.794 -2.703 -0.217
H -0.896 -3.311 -1.295
Br -4.819 -2.366 5.806
C -5.779 -1.709 4.300
C -7.007 -1.109 4.536
C -7.742 -0.609 3.474
C -7.256 -0.739 2.182
C -6.033 -1.349 1.959
C -5.261 -1.830 3.013
I -3.321 -2.619 2.587
H -7.381 -1.032 5.549
H -8.692 -0.123 3.658
H -7.829 -0.362 1.344
H -5.658 -1.454 0.948
O 7.398 4.845 -2.896
S 7.417 3.393 -2.803
O 7.493 2.873 -1.452
O 8.281 2.726 -3.766
C 5.754 2.914 -3.401
N 5.425 3.324 -4.627
C 4.238 2.952 -5.070
C 3.370 2.159 -4.335
C 3.809 1.762 -3.077
N 4.996 2.162 -2.620
C 3.020 0.875 -2.186
C 1.756 0.397 -2.518
C 1.095 -0.448 -1.651
N 1.615 -0.853 -0.491
C 2.834 -0.405 -0.165
C 3.557 0.455 -0.970
H 3.968 3.300 -6.064
H 2.412 1.862 -4.736
H 1.272 0.664 -3.447
H 0.113 -0.836 -1.891
H 3.240 -0.753 0.773
H 4.541 0.798 -0.683

44
Properties=species:S:1:pos:R:3 method="wB97M-V/def2-TZVPD" e_above_lowest_kj_mol=84.1 homo_ev=-3.73 total_charge=-1
Rb 0.656 0.074 -1.573
O -3.674 0.153 -0.197
C -3.388 1.215 0.585
C -4.155 1.416 1.738
C -3.914 2.505 2.555
C -2.906 3.415 2.236
C -2.153 3.202 1.092
C -2.370 2.111 0.256
C -1.531 1.854 -0.975
O -1.768 0.734 -1.568
N -0.588 2.734 -1.198
N 0.026 2.664 -2.490
C 1.304 2.792 -2.468
C 2.222 2.817 -1.289
C 2.222 3.904 -0.418
C 3.081 3.978 0.666
C 3.954 2.902 0.876
C 3.966 1.806 0.042
C 3.103 1.706 -1.090
O 3.068 0.645 -1.825
H -3.025 0.226 -0.954
H -4.935 0.696 1.951
H -4.514 2.645 3.447
H -2.711 4.269 2.871
H -1.354 3.877 0.813
H 1.754 2.785 -3.460
H 1.502 4.695 -0.599
H 3.064 4.827 1.335
H 4.634 2.922 1.723
H 4.635 0.973 0.221
C 0.282 -6.824 -1.344
C 0.277 -5.531 -0.582
C 0.224 -5.482 0.806
C 0.224 -4.273 1.469
C 0.278 -3.122 0.689
Br 0.277 -1.463 1.563
N 0.326 -3.125 -0.627
C 0.326 -4.309 -1.238
H 0.212 -7.676 -0.666
H 1.195 -6.950 -1.928
H -0.558 -6.891 -2.036
H 0.182 -6.409 1.370
H 0.184 -4.202 2.545
H 0.368 -4.284 -2.322

48
Properties=species:S:1:pos:R:3 method="wB97M-V/def2-TZVPD" spin_multiplicity=3 e_above_lowest_kj_mol=70.7 s_squared=2.01 homo_ev="-8.52 / -9.44" total_charge=0
Ti 0.063 -0.811 -0.686
C 1.001 1.015 -4.532
C 1.906 0.437 -3.483
C 2.714 -0.658 -3.761
C 3.496 -1.248 -2.776
C 3.485 -0.744 -1.486
C 2.705 0.373 -1.193
C 1.924 0.959 -2.188
H 0.083 0.426 -4.594
H 1.470 0.991 -5.516
H 0.718 2.041 -4.303
H 2.714 -1.070 -4.763
H 4.108 -2.108 -3.015
H 4.103 -1.190 -0.716
H 2.763 0.837 -0.215
H 1.357 1.855 -1.965
O -2.034 -1.298 2.297
C -1.988 -0.854 1.174
O -1.574 -1.481 0.096
C -2.461 0.558 0.879
C -3.536 1.045 1.595
C -4.034 2.297 1.283
C -3.494 3.080 0.291
C -2.395 2.594 -0.392
C -1.844 1.340 -0.122
O -0.768 0.873 -0.745
N -1.831 3.520 -1.436
O -0.756 3.251 -1.926
O -2.483 4.506 -1.691
N -5.196 2.829 2.043
O -5.630 2.139 2.941
O -5.637 3.906 1.706
H -3.977 0.447 2.379
H -3.903 4.052 0.061
C 1.383 -2.154 4.686
C 1.456 -2.247 3.190
C 1.764 -3.445 2.529
C 1.761 -3.530 1.151
C 1.428 -2.361 0.505
Br -0.079 -2.430 -2.532
N 1.143 -1.224 1.054
C 1.149 -1.159 2.406
H 2.022 -2.897 5.159
H 0.358 -2.325 5.018
H 1.686 -1.171 5.040
H 2.001 -4.327 3.114
H 1.986 -4.437 0.611
H 0.872 -0.202 2.831

The evaluated max |F| for the records listed, in turn: 3.30 2.09 5.57 4.95 1.17 1.31 1.44 1.65 eV/Å.